Density functional theory data (ωB97M-V/def2-TZVPD) for a cluster of 11 separate species, C62H102N8O10 in total.

ORCA input file:
```
! wB97M-V def2-TZVPD RIJCOSX def2/J DEFGRID3
* xyz 6 1
C -3.55 -2.60 -10.00
N -3.65 -3.10 -8.63
C -3.29 -4.39 -8.36
C -3.40 -4.93 -7.13
C -3.97 -4.16 -6.09
C -4.39 -2.86 -6.41
C -4.21 -2.36 -7.66
C -4.19 -4.67 -4.70
C -4.49 -3.84 -3.62
C -4.70 -4.35 -2.36
N -4.68 -5.67 -2.22
C -4.47 -6.51 -3.23
C -4.26 -6.05 -4.50
C -4.86 -6.23 -0.87
H -2.49 -2.44 -10.19
H -4.11 -1.61 -10.15
H -3.91 -3.35 -10.66
H -2.89 -5.00 -9.16
H -3.26 -5.99 -6.99
H -4.87 -2.29 -5.64
H -4.63 -1.42 -7.94
H -4.52 -2.80 -3.75
H -5.02 -3.72 -1.54
H -4.38 -7.58 -3.00
H -4.13 -6.84 -5.25
H -5.26 -7.23 -0.83
H -5.45 -5.50 -0.24
H -3.86 -6.14 -0.41
C -10.91 7.26 -7.41
N -10.17 6.53 -6.37
C -9.26 7.16 -5.66
C -8.40 6.45 -4.83
C -8.58 5.10 -4.63
C -9.72 4.50 -5.19
C -10.45 5.25 -6.13
C -7.71 4.31 -3.69
C -6.31 4.35 -3.84
C -5.44 3.70 -3.01
N -5.99 2.85 -2.05
C -7.30 2.70 -1.88
C -8.19 3.49 -2.66
C -5.04 2.02 -1.30
H -11.95 7.01 -7.25
H -10.51 6.85 -8.31
H -10.78 8.32 -7.36
H -9.13 8.24 -5.81
H -7.62 6.98 -4.34
H -9.87 3.44 -5.13
H -11.12 4.78 -6.81
H -5.85 4.97 -4.60
H -4.37 3.81 -2.99
H -7.63 1.98 -1.12
H -9.27 3.37 -2.54
H -5.18 0.98 -1.66
H -5.15 2.25 -0.22
H -4.04 2.29 -1.58
C 3.59 -6.87 1.26
C 4.93 -7.46 1.39
C 4.96 -8.23 2.72
C 5.99 -9.37 2.89
C 5.68 -10.46 1.88
C 5.90 -9.97 0.48
N 5.17 -8.57 0.30
O 4.65 -8.36 -0.85
C 5.40 -10.95 -0.59
C 7.32 -9.49 0.12
C 6.01 -6.44 1.12
H 2.72 -7.58 1.32
H 3.44 -6.38 0.32
H 3.53 -6.14 2.05
H 3.96 -8.63 2.88
H 5.06 -7.36 3.45
H 5.90 -9.76 3.93
H 6.99 -8.92 2.92
H 4.74 -10.98 1.95
H 6.40 -11.26 1.94
H 6.04 -11.87 -0.51
H 5.48 -10.61 -1.59
H 4.38 -11.17 -0.29
H 8.12 -10.16 0.45
H 7.54 -8.49 0.59
H 7.35 -9.40 -0.95
H 7.04 -6.91 1.30
H 5.92 -5.58 1.72
H 5.96 -6.21 0.01
C 5.73 -1.08 9.94
C 4.83 -2.22 9.60
C 2.17 0.93 11.21
C 1.83 0.00 10.29
C 1.47 0.16 9.05
C 3.17 -2.33 7.79
N 4.43 -2.29 8.11
O 5.16 -1.57 7.41
C 2.86 -1.77 6.43
C 2.06 -3.21 8.09
C 4.55 -3.11 10.69
H 5.73 -1.01 11.04
H 5.62 -0.15 9.36
H 6.81 -1.41 9.64
H 2.10 1.91 10.87
H 2.49 0.70 12.24
H 2.31 5.21 13.37
H 2.04 -1.02 10.41
H 1.43 1.16 8.65
H 1.21 -0.72 8.45
H 1.77 -1.85 6.44
H 3.43 -2.49 5.61
H 3.12 -0.82 5.94
H 1.23 -2.64 7.63
H 1.68 -3.46 9.06
H 2.17 -4.19 7.46
H 4.92 -2.59 11.49
H 4.98 -4.14 10.67
H 3.54 -3.31 10.95
C -1.68 1.73 -6.37
C -0.34 1.77 -5.69
C -0.43 2.48 -4.33
C 0.64 2.19 -3.31
C 0.86 0.64 -3.17
C 1.25 -0.07 -4.42
N 0.18 0.34 -5.54
O -0.02 -0.42 -6.33
C 1.16 -1.54 -4.32
C 2.68 0.38 -4.99
C 0.59 2.52 -6.67
H -2.34 1.08 -5.81
H -1.64 1.44 -7.43
H -2.10 2.69 -6.19
H -1.40 2.23 -3.92
H -0.43 3.52 -4.59
H 0.36 2.41 -2.27
H 1.57 2.80 -3.49
H -0.02 0.15 -2.91
H 1.61 0.37 -2.39
H 1.33 -2.09 -5.23
H 0.12 -1.91 -3.99
H 1.98 -1.91 -3.74
H 3.00 1.33 -4.54
H 2.71 0.36 -6.06
H 3.34 -0.37 -4.46
H 0.84 1.94 -7.58
H 1.55 2.74 -6.12
H 0.25 3.47 -6.99
C 4.17 7.56 1.29
C 4.38 8.46 2.50
C 3.26 8.42 3.54
C 3.37 9.38 4.83
C 1.95 9.54 5.44
C 1.68 10.68 6.31
N 3.55 5.86 6.85
O 4.47 6.13 6.38
C 0.71 10.69 7.45
C 2.33 11.95 6.09
C 5.56 9.29 2.62
H 3.33 6.84 1.55
H 5.16 7.09 1.19
H 3.81 8.15 0.34
H 3.50 7.35 3.96
H 2.32 8.21 3.10
H 3.82 10.42 4.51
H 4.05 8.85 5.56
H 1.59 8.69 6.00
H 1.20 9.71 4.58
H 1.56 10.30 8.09
H -0.18 9.99 7.45
H 0.53 11.66 7.92
H 1.85 12.71 6.69
H 2.05 12.23 5.02
H 3.34 12.08 6.32
H 6.14 8.69 3.36
H 5.45 10.31 3.04
H 6.22 9.39 1.70
O -3.68 -1.10 -2.90
C -3.30 -0.09 -3.84
O -2.11 0.31 -3.69
O -4.20 0.10 -4.70
H -2.79 -1.39 -2.58
O 0.19 -2.46 -0.36
C -0.76 -3.28 -0.58
O -1.74 -3.09 -1.38
O -0.76 -4.40 0.05
H 0.14 -1.90 -1.08
*
```

LUMO energy	-11.30	eV
largest force on an atom	0.2039	hartree/bohr
HOMO level	-12.5	eV

These are the Löwdin partial charges, in e, on atoms 1 to 99: 0.03 -0.08 0.02 0.05 -0.07 0.06 0.02 -0.09 0.06 0.04 -0.07 0.01 0.04 0.05 0.11 0.14 0.10 0.16 0.13 0.11 0.15 0.08 0.16 0.16 0.14 0.10 0.12 0.13 0.08 -0.08 0.02 0.05 -0.13 0.08 0.04 -0.11 0.04 0.06 -0.08 0.04 0.07 0.04 0.12 0.11 0.11 0.17 0.13 0.14 0.15 0.14 0.14 0.17 0.14 0.12 0.13 0.09 -0.03 -0.49 -0.12 -0.14 -0.12 -0.43 0.09 0.18 0.00 0.01 0.00 0.13 0.09 0.11 0.12 0.15 0.14 0.12 0.13 0.13 0.13 0.08 0.10 0.13 0.08 0.09 0.11 0.09 0.12 0.00 -0.04 0.10 -0.30 0.04 -0.29 -0.16 -0.05 -0.04 -0.03 0.00 0.10 0.11 0.17